(P)
{"formula": "C18H54O13", "method": "ωB97M-V/def2-TZVPD", "elements": ["C", "C", "O", "O", "H", "H", "H", "H", "H", "H", "C", "C", "O", "O", "H", "H", "H", "H", "H", "H", "C", "C", "O", "O", "H", "H", "H", "H", "H", "H", "C", "C", "O", "O", "H", "H", "H", "H", "H", "H", "C", "C", "O", "H", "H", "H", "H", "H", "H", "C", "C", "O", "H", "H", "H", "H", "H", "H", "C", "C", "O", "H", "H", "H", "H", "H", "H", "C", "C", "O", "H", "H", "H", "H", "H", "H", "C", "C", "O", "H", "H", "H", "H", "H", "H"], "coordinates": [[19.24212, -0.70501, -10.10703], [19.74220, -0.41907, -8.72918], [20.45574, -1.50509, -8.20038], [18.14322, -1.60810, -10.01040], [20.01843, -1.14272, -10.73460], [18.88011, 0.25794, -10.46725], [18.85049, -0.20672, -8.13938], [20.40853, 0.43930, -8.81457], [19.91786, -2.30005, -8.21840], [18.51429, -2.32769, -9.49455], [16.55879, -10.74842, -10.62327], [17.59556, -11.87282, -11.04102], [18.31233, -12.33243, -9.83749], [15.61875, -11.19577, -9.71515], [16.05586, -10.46714, -11.54848], [17.18051, -9.93835, -10.24201], [18.36821, -11.35724, -11.61137], [17.26768, -12.66722, -11.71149], [19.10699, -12.79096, -10.12014], [16.08543, -11.58775, -8.97342], [16.88744, -7.49210, -22.52909], [16.07575, -8.69020, -23.11690], [14.82541, -8.78759, -22.46465], [16.69725, -6.19334, -23.05130], [17.91560, -7.85256, -22.56132], [16.72527, -7.48369, -21.45126], [16.50293, -9.67153, -22.91052], [15.90310, -8.74695, -24.19164], [14.18155, -8.20402, -22.87270], [17.51876, -5.72178, -23.20741], [30.25957, -3.74471, -16.45561], [29.24923, -4.16882, -15.40208], [28.15352, -4.94980, -15.88573], [29.63978, -2.81398, -17.37397], [30.55615, -4.61071, -17.04737], [31.19031, -3.31088, -16.09007], [28.81209, -3.31525, -14.88397], [29.78274, -4.80784, -14.69845], [27.47415, -4.35931, -16.21947], [29.93822, -3.07124, -18.24938], [20.49159, -6.65578, -14.63724], [19.67029, -7.42680, -15.73780], [18.35077, -7.57974, -15.34476], [20.16216, -7.01894, -13.66375], [20.22273, -5.60777, -14.76941], [21.55299, -6.73266, -14.87306], [20.22894, -8.34034, -15.94135], [19.83555, -6.86735, -16.65856], [17.96951, -8.31678, -15.82747], [16.69700, -1.36685, -17.03285], [15.94271, -1.95371, -15.80246], [15.45033, -0.98006, -14.89655], [17.16178, -2.16239, -17.61524], [17.42719, -0.60903, -16.74885], [16.05326, -0.77472, -17.68330], [16.60553, -2.63771, -15.27245], [15.09170, -2.54645, -16.13791], [15.77999, -1.18858, -14.01936], [12.00870, -8.79644, -17.40079], [12.74949, -10.14760, -17.29055], [14.05973, -10.19206, -17.84523], [11.20481, -8.72427, -16.66821], [11.50681, -8.59218, -18.34656], [12.67553, -7.98988, -17.09600], [12.14066, -11.00065, -17.59009], [12.91684, -10.25267, -16.21861], [13.91831, -10.19539, -18.79475], [23.81969, -11.49625, -10.05910], [23.91284, -12.46084, -11.23229], [23.11090, -13.58694, -10.94598], [23.72315, -12.00783, -9.10145], [22.91208, -10.90315, -10.17132], [24.62965, -10.77028, -10.13001], [24.89250, -12.92384, -11.35070], [23.61990, -11.97897, -12.16508], [23.26797, -14.30852, -11.55936], [24.60959, -7.19258, -20.80781], [25.43750, -6.07788, -21.42913], [24.73987, -4.96213, -21.33472], [25.11175, -8.15887, -20.85489], [23.66984, -7.36063, -21.33385], [24.43117, -6.89471, -19.77459], [25.62315, -6.20424, -22.49574], [26.37829, -5.80495, -20.95109], [25.32473, -4.28283, -21.67840]], "lowdin_charge": [-0.25, -0.27, -0.05, -0.06, 0.12, 0.12, 0.13, 0.13, 0.07, 0.06, -0.26, -0.19, -0.10, -0.05, 0.12, 0.11, 0.10, 0.11, 0.07, 0.08, -0.24, -0.23, -0.09, -0.06, 0.11, 0.11, 0.11, 0.12, 0.08, 0.08, -0.23, -0.24, -0.07, -0.08, 0.11, 0.11, 0.12, 0.12, 0.08, 0.08, -0.07, -0.36, -0.06, 0.07, 0.06, 0.07, 0.10, 0.10, 0.09, -0.08, -0.31, -0.08, 0.07, 0.07, 0.06, 0.10, 0.10, 0.08, -0.09, -0.32, -0.08, 0.06, 0.06, 0.07, 0.11, 0.10, 0.08, -0.08, -0.33, -0.10, 0.08, 0.07, 0.07, 0.11, 0.11, 0.08, -0.07, -0.41, -0.06, 0.07, 0.07, 0.08, 0.11, 0.11, 0.10], "molar_mass_da": 478.62, "gap_ev": 10.39, "lumo_energy_ev": 0.32, "homo_energy_ev": -10.067, "smiles": "OCCO.OCCO.OCCO.OCCO.CCO.CCO.CCO.CCO.CCO"}

(Q)
{"formula": "C18H54O13", "method": "ωB97M-V/def2-TZVPD", "elements": ["C", "C", "O", "H", "H", "H", "H", "H", "H", "C", "C", "O", "H", "H", "H", "H", "H", "H", "C", "C", "O", "H", "H", "H", "H", "H", "H", "C", "C", "O", "H", "H", "H", "H", "H", "H", "C", "C", "O", "H", "H", "H", "H", "H", "H", "C", "C", "O", "O", "H", "H", "H", "H", "H", "H", "C", "C", "O", "O", "H", "H", "H", "H", "H", "H", "C", "C", "O", "O", "H", "H", "H", "H", "H", "H", "C", "C", "O", "O", "H", "H", "H", "H", "H", "H"], "coordinates": [[0.65836, -2.31130, -1.77768], [0.91131, -3.53143, -2.59280], [0.72877, -3.27498, -3.93879], [-0.37375, -1.96426, -1.82684], [1.29131, -1.49042, -2.11477], [0.79292, -2.53217, -0.71880], [0.24224, -4.29901, -2.20386], [1.94902, -3.86123, -2.54293], [1.03273, -4.01396, -4.47089], [-2.53267, 2.25476, 0.76872], [-1.93152, 2.34997, -0.61432], [-2.87985, 2.24049, -1.63943], [-3.14118, 3.12217, 1.02450], [-1.74072, 2.05802, 1.49135], [-3.16116, 1.36613, 0.82736], [-1.29265, 1.48437, -0.78946], [-1.27226, 3.19932, -0.79347], [-3.50727, 2.96033, -1.54064], [-3.24524, -0.31720, 0.59488], [-2.58830, -0.83579, 1.80437], [-1.47808, -1.59197, 1.39801], [-3.67902, -1.12751, 0.00893], [-2.48185, 0.13867, -0.03561], [-4.02964, 0.40487, 0.82163], [-3.27795, -1.45432, 2.37874], [-2.20531, -0.08157, 2.49180], [-1.28904, -2.20141, 2.11526], [0.04065, 0.86030, 0.62307], [-0.12096, -0.20449, -0.43995], [-0.02590, -1.45138, 0.29789], [-0.78570, 0.82095, 1.33279], [0.02612, 1.89218, 0.27218], [0.94754, 0.76686, 1.22049], [0.62642, -0.12991, -1.22986], [-1.12546, -0.15443, -0.86014], [-0.90853, -1.64370, 0.62282], [3.83738, -1.03777, 0.91489], [2.28729, -0.82066, 1.11976], [1.69827, -1.94879, 0.62102], [4.35364, -0.13689, 1.24655], [4.06509, -1.09241, -0.14965], [4.16921, -1.97715, 1.35710], [2.02464, 0.09994, 0.59861], [2.02501, -0.54188, 2.14034], [0.77268, -1.83771, 0.39180], [-2.34961, 0.20865, -3.25339], [-2.10961, 0.22038, -4.84057], [-1.78577, -1.08045, -5.19090], [-1.15907, 0.11034, -2.44603], [-2.98701, -0.63133, -2.97727], [-2.95892, 1.02326, -2.86191], [-1.40431, 1.01573, -5.08154], [-2.98332, 0.53696, -5.41022], [-0.93706, -1.30284, -4.80125], [-0.63134, -0.61886, -2.77973], [2.50432, 1.60370, -1.77256], [2.10376, 2.96686, -1.09619], [0.67854, 3.04762, -0.67517], [1.86099, 1.43225, -3.02619], [2.12573, 0.78349, -1.16261], [3.59165, 1.56833, -1.84018], [2.27585, 3.80239, -1.77470], [2.66296, 3.02353, -0.16229], [0.22627, 3.36747, -1.45923], [0.93450, 1.58351, -2.82534], [-0.06660, -2.71723, 2.28201], [0.84092, -3.34070, 3.39189], [0.88675, -2.52447, 4.55441], [-1.42569, -3.23490, 2.26269], [0.45269, -2.99775, 1.36563], [-0.14425, -1.63272, 2.35892], [1.85722, -3.52931, 3.04599], [0.35972, -4.28070, 3.66197], [1.28292, -1.70572, 4.24736], [-1.33065, -4.18136, 2.13313], [0.85837, 2.12851, 2.74159], [1.42537, 3.39038, 2.08768], [2.41238, 4.07964, 2.86074], [0.36936, 2.56534, 4.03235], [1.57990, 1.31150, 2.74147], [0.03539, 1.81617, 2.09875], [0.69589, 4.14735, 1.79970], [1.82181, 3.20225, 1.08992], [2.03659, 4.26986, 3.72340], [0.98705, 2.41926, 4.75256]], "lowdin_charge": [-0.06, -0.31, -0.06, 0.10, 0.11, 0.09, 0.11, 0.12, 0.09, -0.06, -0.30, -0.08, 0.10, 0.07, 0.00, 0.06, 0.11, 0.11, -0.07, -0.17, -0.04, 0.12, 0.06, 0.10, 0.14, 0.14, -0.18, -0.14, -0.15, -0.07, 0.06, 0.05, 0.03, 0.09, 0.08, -0.22, -0.04, -0.32, -0.13, 0.06, 0.06, 0.07, 0.06, 0.10, -0.40, -0.16, -0.23, -0.05, -0.15, 0.12, 0.08, 0.11, 0.11, 0.07, 0.06, -0.20, -0.11, -0.16, -0.05, 0.08, 0.13, 0.13, 0.10, 0.08, 0.06, -0.11, -0.16, -0.05, 0.09, 0.15, 0.17, 0.13, 0.12, 0.07, 0.16, -0.21, -0.22, -0.06, -0.06, 0.11, 0.05, 0.13, 0.06, 0.07, 0.08], "molar_mass_da": 478.62, "gap_ev": 7.97, "lumo_energy_ev": 0.30, "homo_energy_ev": -7.667}

Most stable pick: (P). Distance to second place: 0.7864 hartree.

(P)
{"formula": "C10H11N", "method": "ωB97M-V/def2-TZVPD", "elements": ["C", "C", "C", "C", "C", "C", "C", "C", "C", "C", "N", "H", "H", "H", "H", "H", "H", "H", "H", "H", "H", "H"], "coordinates": [[2.92324, -0.35238, 0.29047], [2.32679, -0.78761, -0.83219], [2.33641, 0.50721, 1.24002], [1.03997, -0.39598, -1.19788], [1.05935, 0.99693, 0.90976], [0.50896, 0.65854, -0.38962], [-1.86257, 1.43353, -1.38338], [-0.80309, 1.10740, -0.66547], [-1.89678, -1.38037, 1.17039], [-2.11939, -1.22785, -0.11823], [-1.75706, 2.26164, -0.17237], [3.92175, -0.71129, 0.46133], [2.66612, -1.76670, -1.36089], [2.90068, 0.69627, 2.16643], [0.43881, -0.89182, -1.96691], [0.47138, 1.74366, 1.46428], [-2.26637, 1.54459, -2.33974], [-2.43363, -0.99860, 1.96764], [-2.14599, 1.92955, 0.60768], [-0.97753, -1.90159, 1.56057], [-3.06672, -0.96911, -0.53326], [-1.26430, -1.49603, -0.87865]], "nbo_charge": [-0.21, -0.22, -0.21, -0.17, -0.18, -0.11, -0.06, 0.16, -0.42, -0.37, -0.63, 0.21, 0.22, 0.23, 0.22, 0.23, 0.22, 0.19, 0.32, 0.19, 0.20, 0.19], "molar_mass_da": 145.21, "gap_ev": [7.77, 7.77], "lumo_energy_ev": [0.13, 0.13], "homo_energy_ev": [-7.640, -7.639], "smiles": "C1=C(c2ccccc2)N1.C=C"}

(Q)
{"formula": "C10H11N", "method": "ωB97M-V/def2-TZVPD", "elements": ["C", "C", "C", "C", "C", "C", "C", "C", "C", "C", "N", "H", "H", "H", "H", "H", "H", "H", "H", "H", "H", "H"], "coordinates": [[2.62290, -0.77089, 0.99303], [1.26987, -0.54674, 0.86970], [3.40698, -0.26114, -0.08333], [1.54471, 0.54005, -1.17982], [0.66111, 0.23066, -0.12572], [-2.69695, -1.65767, 0.20847], [-1.62568, -1.38878, -0.48281], [-1.41529, 1.65748, -0.67809], [-1.55274, 1.37884, 0.71262], [-0.73835, 0.47968, -0.18125], [2.83407, 0.26954, -1.12285], [3.15042, -1.24217, 1.85742], [0.72930, -1.15831, 1.43454], [4.44296, -0.51053, -0.11956], [1.10484, 1.11381, -1.98027], [-3.06320, -2.70190, 0.32687], [-2.99662, -0.91502, 0.93355], [-1.23425, -1.61467, -1.44664], [-2.17205, 1.72602, -1.41335], [-0.84656, 2.52183, -1.00955], [-0.99504, 2.03983, 1.40151], [-2.43042, 0.81006, 1.08553]], "nbo_charge": [-0.24, -0.16, 0.04, 0.05, -0.11, -0.45, -0.11, -0.46, -0.43, 0.01, -0.43, 0.22, 0.20, 0.18, 0.19, 0.22, 0.20, 0.21, 0.22, 0.22, 0.22, 0.21], "molar_mass_da": 145.21, "gap_ev": 9.37, "lumo_energy_ev": 0.82, "homo_energy_ev": -8.547}

Most stable pick: (Q). Distance to second place: 0.0282 hartree.

(P)
{"formula": "H34O17", "method": "ωB97M-V/def2-TZVPD", "elements": ["O", "H", "H", "O", "H", "H", "O", "H", "H", "O", "H", "H", "O", "H", "H", "O", "H", "H", "O", "H", "H", "O", "H", "H", "O", "H", "H", "O", "H", "H", "O", "H", "H", "O", "H", "H", "O", "H", "H", "O", "H", "H", "O", "H", "H", "O", "H", "H", "O", "H", "H"], "coordinates": [[0.96216, 3.72931, -0.51700], [1.27616, 4.66231, -0.26500], [0.01816, 3.71431, -0.27800], [1.56416, 0.24431, 2.76600], [2.04116, -0.40569, 2.32600], [1.23216, 0.80731, 2.09500], [-1.80484, -3.55469, -1.00800], [-1.11384, -3.04769, -0.55900], [-2.49984, -3.60169, -0.32500], [2.55416, -1.52869, -1.44000], [2.83916, -1.46669, -2.31100], [2.52316, -0.69169, -0.99000], [0.40616, -2.51269, 0.37200], [0.16416, -3.25969, 0.92600], [0.79716, -2.95169, -0.46300], [-2.42384, -0.65369, -1.32700], [-3.20684, -0.85169, -1.89200], [-1.84584, -1.42069, -1.33800], [-1.95184, 1.95831, -2.29800], [-1.17784, 1.68731, -2.73900], [-2.33784, 1.10931, -2.08600], [-3.27084, -0.17569, 1.20200], [-2.50984, 0.19331, 1.68400], [-2.87284, -0.38369, 0.36900], [-1.64884, 2.69531, 0.13400], [-2.61384, 2.87831, 0.18800], [-1.53684, 2.35331, -0.73500], [0.70816, 0.93831, -2.07600], [0.97116, 1.45531, -2.83600], [0.86216, 0.05231, -2.42400], [-1.53784, -1.93069, 2.97800], [-0.75384, -2.43769, 2.92100], [-1.56284, -1.48069, 2.15900], [2.86316, 0.80731, -0.41200], [3.32916, 1.60231, 0.00400], [2.05516, 1.08231, -0.81900], [3.08016, -1.69969, 1.37700], [3.35116, -2.62769, 1.51100], [2.72216, -1.76269, 0.49300], [-0.07484, -1.75869, -2.61400], [-0.00784, -1.84869, -3.58500], [0.75116, -2.14669, -2.31700], [0.81516, 2.78931, 2.07500], [0.53216, 3.64931, 2.42200], [1.00316, 2.98331, 1.13700], [-0.08284, 0.22931, 0.54500], [0.14816, -0.59169, 0.16700], [0.11016, 0.73531, -0.23800], [-1.27684, 0.96131, 2.71800], [-0.71584, 1.01031, 1.93300], [-0.85184, 0.46231, 3.39000]], "nbo_charge": [-0.99, 0.48, 0.51, -0.97, 0.47, 0.48, -0.96, 0.47, 0.48, -1.00, 0.48, 0.51, -0.95, 0.49, 0.49, -0.98, 0.49, 0.51, -0.94, 0.47, 0.50, -1.00, 0.49, 0.47, -0.99, 0.49, 0.48, -0.97, 0.49, 0.50, -0.92, 0.44, 0.47, -1.00, 0.52, 0.49, -0.94, 0.47, 0.48, -0.96, 0.48, 0.48, -0.96, 0.47, 0.47, -0.95, 0.48, 0.48, -0.98, 0.50, 0.49], "molar_mass_da": 306.25, "gap_ev": 8.54, "lumo_energy_ev": -0.80, "homo_energy_ev": -9.339}

(Q)
{"formula": "H34O17", "method": "ωB97M-V/def2-TZVPD", "elements": ["O", "H", "H", "O", "H", "H", "O", "H", "H", "O", "H", "H", "O", "H", "H", "O", "H", "H", "O", "H", "H", "O", "H", "H", "O", "H", "H", "O", "H", "H", "O", "H", "H", "O", "H", "H", "O", "H", "H", "O", "H", "H", "O", "H", "H", "O", "H", "H", "O", "H", "H"], "coordinates": [[3.16851, 0.05210, 1.33408], [3.51751, 0.93310, 1.56508], [3.94151, -0.44190, 1.05108], [-1.98249, -0.34690, -2.28192], [-2.73649, 0.20810, -2.48392], [-2.29649, -1.20790, -2.56892], [-3.01049, -0.47790, 0.15308], [-2.63949, 0.01910, -0.56592], [-3.86749, -0.06890, 0.34008], [-0.25149, 2.45010, -2.31592], [-0.82249, 2.46010, -3.09892], [0.22051, 1.67410, -2.43092], [2.56051, 1.73310, -1.08792], [1.84951, 1.27010, -0.63792], [3.33851, 1.62710, -0.54092], [-0.08449, -3.31490, -2.18292], [-0.20149, -2.74390, -1.42892], [-0.89049, -3.20590, -2.69592], [-2.23349, 2.44510, -0.49892], [-2.00149, 2.13310, 0.40708], [-1.42849, 2.34510, -0.99692], [-0.69649, -2.08490, 0.21608], [0.11451, -2.22090, 0.69308], [-1.21049, -2.85190, 0.45308], [2.44151, -1.51890, -1.69392], [1.68151, -0.95390, -1.89792], [3.25651, -0.96290, -1.80392], [2.03151, -2.97590, 0.80008], [2.84551, -2.62690, 1.18208], [2.04051, -2.45890, -0.01492], [1.22751, 2.43910, 3.12908], [1.48551, 1.56310, 3.37808], [0.51251, 2.21510, 2.51108], [-2.14749, -1.78690, 2.81708], [-1.98849, -1.52090, 1.92108], [-2.93849, -2.35490, 2.66008], [0.58451, -0.04390, -3.05492], [-0.31149, -0.28990, -2.87692], [0.78351, -0.62990, -3.75792], [0.25751, 3.16710, 0.51208], [0.38051, 3.81510, -0.18792], [0.43551, 2.32610, 0.16608], [-2.47349, 1.31010, 2.11008], [-2.66149, 0.60410, 1.46108], [-3.22249, 1.19710, 2.68708], [0.37651, 0.27310, 0.06308], [-0.30949, -0.39790, 0.02008], [0.97051, 0.00310, 0.75408], [0.76651, -0.60790, 2.76408], [1.58051, -0.10290, 2.87308], [0.03751, -0.06490, 3.08308]], "nbo_charge": [-0.96, 0.49, 0.48, -0.95, 0.50, 0.48, -0.97, 0.51, 0.48, -0.94, 0.47, 0.49, -0.96, 0.49, 0.46, -0.94, 0.48, 0.44, -1.01, 0.49, 0.48, -0.98, 0.52, 0.50, -0.99, 0.51, 0.48, -0.96, 0.46, 0.49, -0.92, 0.43, 0.49, -0.94, 0.48, 0.46, -0.96, 0.49, 0.48, -0.96, 0.49, 0.47, -0.97, 0.47, 0.47, -1.02, 0.50, 0.50, -0.95, 0.47, 0.49], "molar_mass_da": 306.25, "gap_ev": 9.54, "lumo_energy_ev": -0.42, "homo_energy_ev": -9.962}

Most stable pick: (Q). Distance to second place: 0.0251 hartree.